Here is 18 unconnected molecules or ions with the total composition C66H121BF16N28O24S12 at a distorted geometry from the OMol25 dataset. Energies are from ωB97M-V/def2-TZVPD.

For the LUMO energy, the calculation gives -8.17 eV. As for the multiplicity: 1. The charge is +4. The electronic energy is -12326.033334 Eh.

```
268
Properties=species:S:1:pos:R:3:lowdin_charge:R:1
C 6.832 -38.353 2.635 -0.0219
C 6.249 -37.764 1.313 -0.1345
N 6.864 -36.454 0.876 0.0054
C 7.450 -36.125 -0.275 -0.0188
C 7.931 -34.823 -0.174 -0.0322
N 7.521 -34.271 1.030 -0.0465
C 6.838 -35.279 1.604 0.0121
C 7.879 -32.974 1.673 0.0397
H 6.617 -37.459 3.225 0.0441
H 7.910 -38.508 2.666 0.0893
H 6.299 -39.145 3.159 0.0928
H 5.190 -37.542 1.428 0.0895
H 6.353 -38.447 0.475 0.1108
H 7.481 -36.805 -1.112 0.1156
H 8.704 -34.273 -0.687 0.1179
H 6.408 -35.198 2.592 0.1250
H 7.071 -32.240 1.677 0.0789
H 8.724 -32.479 1.198 0.0963
H 8.097 -33.244 2.704 0.0921
C 2.980 -33.087 -4.126 -0.0282
C 2.555 -34.565 -3.792 -0.1493
N 1.599 -35.064 -4.732 -0.0565
C 1.601 -36.349 -5.193 -0.0152
C 0.585 -36.435 -6.129 0.0134
N -0.186 -35.285 -6.037 -0.0504
C 0.502 -34.431 -5.215 0.0155
C -1.555 -35.055 -6.657 0.0602
H 3.220 -32.969 -5.185 0.0692
H 3.899 -32.951 -3.555 0.0417
H 2.270 -32.376 -3.710 0.0465
H 2.128 -34.707 -2.799 0.1259
H 3.387 -35.265 -3.843 0.0799
H 2.319 -37.073 -4.837 0.1095
H 0.120 -37.132 -6.810 0.1393
H 0.256 -33.403 -4.993 0.1398
H -1.588 -34.000 -6.918 0.0866
H -2.297 -35.252 -5.888 0.1037
H -1.714 -35.700 -7.521 0.1043
C 0.267 -30.852 -7.293 -0.0540
C 0.631 -29.512 -6.697 -0.1433
N 1.145 -29.514 -5.277 0.0004
C 0.622 -30.218 -4.190 0.0148
C 1.471 -30.026 -3.043 -0.0105
N 2.519 -29.190 -3.411 -0.0654
C 2.292 -28.892 -4.711 0.0228
C 3.696 -28.836 -2.676 0.0006
H -0.519 -31.323 -6.702 0.0711
H 1.149 -31.490 -7.227 0.0684
H -0.145 -30.750 -8.297 0.1022
H -0.157 -28.762 -6.685 0.1378
H 1.457 -29.081 -7.263 0.1226
H -0.268 -30.833 -4.278 0.1159
H 1.462 -30.353 -2.013 0.0856
H 2.987 -28.296 -5.279 0.1573
H 4.626 -29.296 -3.013 0.0918
H 3.588 -29.023 -1.609 0.0992
H 3.815 -27.763 -2.818 0.0743
C -2.008 -33.314 0.641 -0.0456
C -2.662 -34.733 0.532 -0.1030
N -1.654 -35.636 -0.059 -0.0344
C -1.209 -35.505 -1.395 0.0201
C -0.517 -36.639 -1.649 0.0047
N -0.229 -37.285 -0.426 -0.1022
C -0.942 -36.644 0.564 0.0775
C 0.425 -38.470 -0.234 -0.0460
H -1.256 -33.063 -0.109 0.0608
H -1.435 -33.250 1.570 0.0505
H -2.754 -32.528 0.753 0.0826
H -3.417 -34.724 -0.256 0.1239
H -3.109 -35.115 1.449 0.1378
H -1.544 -34.689 -2.018 0.1109
H -0.077 -37.005 -2.563 0.1204
H -0.994 -36.893 1.618 0.1658
H 0.285 -39.139 -1.081 0.1179
H 0.038 -38.994 0.636 0.1168
H 1.496 -38.283 -0.209 0.0788
C 3.175 -36.050 8.341 -0.0336
C 2.038 -35.437 7.501 -0.1802
N 1.883 -36.087 6.261 -0.0449
C 1.042 -37.140 6.038 0.0096
C 1.325 -37.642 4.777 -0.0078
N 2.180 -36.788 4.174 -0.1008
C 2.596 -35.854 5.118 0.0676
C 2.697 -36.897 2.857 -0.0055
H 2.974 -37.092 8.595 0.0826
H 3.093 -35.621 9.341 0.0857
H 4.184 -35.872 7.971 0.0579
H 2.228 -34.377 7.337 0.1296
H 1.098 -35.504 8.046 0.1356
H 0.407 -37.509 6.825 0.1393
H 1.006 -38.497 4.203 0.1365
H 3.450 -35.211 4.946 0.1365
H 3.395 -37.734 2.968 0.0994
H 3.255 -36.070 2.427 0.0986
H 2.001 -37.339 2.146 0.0835
C 9.040 -28.109 10.468 -0.0539
C 8.211 -29.223 9.799 -0.1683
N 7.190 -28.743 8.905 -0.0731
C 6.806 -27.448 8.770 -0.0094
C 5.807 -27.329 7.777 0.0390
N 5.529 -28.652 7.407 -0.0714
C 6.385 -29.512 8.076 0.0558
C 4.457 -28.997 6.444 0.0314
H 9.367 -27.428 9.684 0.0822
H 9.879 -28.633 10.924 0.0905
H 8.465 -27.626 11.255 0.0882
H 7.728 -29.914 10.485 0.1386
H 8.844 -29.737 9.074 0.1333
H 7.269 -26.672 9.357 0.1275
H 5.229 -26.480 7.438 0.1048
H 6.384 -30.587 7.956 0.1646
H 3.759 -29.764 6.768 0.1070
H 4.993 -29.202 5.519 0.0894
H 3.866 -28.096 6.286 0.0703
C 9.732 -29.384 -6.643 -0.0652
C 9.473 -30.286 -5.427 -0.1320
N 8.675 -29.619 -4.354 -0.0197
C 8.181 -28.363 -4.421 -0.0161
C 7.355 -28.106 -3.341 0.0056
N 7.438 -29.224 -2.537 -0.0626
C 8.236 -30.120 -3.167 -0.0038
C 6.816 -29.404 -1.208 0.0224
H 10.417 -29.839 -7.358 0.0969
H 10.165 -28.422 -6.373 0.0860
H 8.831 -29.185 -7.224 0.0857
H 10.372 -30.692 -4.959 0.1354
H 8.943 -31.154 -5.822 0.1050
H 8.335 -27.716 -5.266 0.1355
H 6.744 -27.266 -3.051 0.0919
H 8.495 -31.040 -2.665 0.1599
H 6.159 -28.567 -0.979 0.0648
H 7.590 -29.429 -0.441 0.0942
H 6.265 -30.341 -1.124 0.0985
C -0.134 -29.273 3.149 -0.0318
C -0.965 -30.085 2.099 -0.1228
N -1.230 -29.185 0.915 -0.0155
C -2.325 -28.329 0.841 -0.0001
C -2.142 -27.433 -0.197 -0.0034
N -0.956 -27.809 -0.815 -0.0876
C -0.436 -28.911 -0.186 0.0369
C -0.351 -27.175 -2.008 0.0442
H 0.166 -30.057 3.844 0.0791
H -0.710 -28.516 3.682 0.0728
H 0.773 -28.809 2.762 0.0589
H -1.896 -30.448 2.533 0.1212
H -0.467 -30.980 1.722 0.1041
H -3.151 -28.453 1.524 0.1389
H -2.842 -26.781 -0.704 0.1384
H 0.402 -29.522 -0.490 0.1087
H -1.104 -26.458 -2.330 0.1044
H -0.276 -28.006 -2.708 0.0758
H 0.600 -26.727 -1.716 0.0869
C 7.670 -29.133 2.858 -0.0383
C 7.567 -27.626 2.702 -0.1827
N 8.446 -27.148 1.730 -0.0507
C 9.839 -27.231 1.790 0.0093
C 10.386 -26.413 0.832 0.0285
N 9.309 -26.053 0.009 -0.0625
C 8.183 -26.449 0.616 -0.0063
C 9.350 -25.354 -1.330 0.0512
H 8.616 -29.557 3.191 0.0908
H 7.156 -29.578 2.004 0.0554
H 6.954 -29.435 3.623 0.0724
H 7.954 -27.159 3.608 0.1463
H 6.585 -27.217 2.470 0.1240
H 10.378 -27.765 2.558 0.1394
H 11.375 -26.237 0.436 0.1376
H 7.204 -26.162 0.251 0.1425
H 10.243 -24.745 -1.468 0.1069
H 8.472 -24.719 -1.441 0.0805
H 9.302 -26.100 -2.123 0.0759
C 0.869 -23.596 1.762 -0.0390
C -0.276 -24.578 2.073 -0.1614
N -1.128 -24.087 3.169 -0.0484
C -1.789 -22.840 3.164 0.0290
C -2.445 -22.730 4.427 0.0107
N -2.368 -23.945 5.085 -0.0818
C -1.477 -24.740 4.356 0.0556
C -3.013 -24.269 6.359 0.0115
H 0.595 -22.947 0.932 0.0809
H 1.695 -24.208 1.395 0.0630
H 1.232 -23.109 2.667 0.0917
H 0.100 -25.533 2.437 0.1159
H -0.930 -24.718 1.210 0.1143
H -1.657 -22.091 2.393 0.1332
H -3.012 -21.909 4.847 0.1356
H -1.197 -25.758 4.594 0.1471
H -3.825 -23.576 6.577 0.1020
H -2.395 -24.290 7.255 0.1093
H -3.579 -25.191 6.232 0.1023
C 6.626 -33.813 -3.477 -0.0364
C 7.192 -34.383 -4.835 -0.1397
N 6.233 -34.418 -5.919 -0.0320
C 5.179 -35.316 -6.052 0.0125
C 4.457 -34.892 -7.140 0.0113
N 5.147 -33.870 -7.837 -0.0595
C 6.226 -33.581 -7.022 0.0393
C 4.740 -33.059 -8.985 0.0125
H 6.309 -32.781 -3.648 0.0580
H 7.416 -33.897 -2.729 0.0547
H 5.773 -34.364 -3.086 0.0723
H 7.426 -35.428 -4.621 0.1168
H 8.150 -33.932 -5.090 0.1249
H 4.868 -35.922 -5.214 0.0998
H 3.464 -35.147 -7.472 0.1318
H 6.884 -32.745 -7.211 0.1538
H 3.903 -32.410 -8.731 0.0933
H 4.315 -33.714 -9.746 0.1091
H 5.522 -32.527 -9.523 0.1109
B -2.494 -32.498 -3.495 -1.4391
F -2.629 -32.918 -4.775 0.1547
F -1.175 -32.792 -3.080 0.0619
F -2.666 -31.149 -3.500 0.1529
F -3.383 -33.134 -2.678 0.1637
N 5.794 -34.540 4.736 -0.2898
S 6.725 -34.718 5.877 0.3859
O 6.202 -34.552 7.205 -0.2696
O 8.131 -34.428 5.785 -0.2698
F 6.709 -36.361 5.741 -0.2265
S 5.703 -32.851 4.815 0.5843
O 6.936 -32.062 4.662 -0.3055
O 4.681 -32.394 5.744 -0.2762
F 4.969 -32.571 3.391 -0.2154
N 5.342 -26.224 -1.527 -0.3152
S 4.296 -25.991 -0.503 0.4025
O 2.977 -26.341 -0.945 -0.2928
O 4.550 -24.921 0.475 -0.2504
F 4.765 -27.250 0.395 -0.2174
S 5.066 -24.867 -2.430 0.5968
O 6.206 -23.991 -2.278 -0.2644
O 3.747 -24.205 -2.392 -0.2536
F 5.170 -25.513 -3.922 -0.2098
N -2.378 -33.965 5.293 -0.2458
S -0.916 -33.966 4.899 0.4298
O -0.588 -34.921 3.844 -0.3217
O 0.126 -33.603 5.856 -0.2853
F -1.146 -32.538 4.198 -0.2279
S -2.149 -34.882 6.653 0.5409
O -1.864 -34.292 7.956 -0.2700
O -1.735 -36.263 6.468 -0.2967
F -3.708 -35.090 6.829 -0.1911
N 4.191 -37.760 -3.563 -0.3049
S 3.795 -38.279 -2.253 0.4485
O 4.593 -37.894 -1.075 -0.3018
O 3.054 -39.530 -2.123 -0.2525
F 2.595 -37.188 -2.184 -0.2395
S 5.686 -38.465 -3.723 0.5843
O 5.724 -39.888 -3.525 -0.2182
O 6.852 -37.660 -3.272 -0.3085
F 5.680 -38.386 -5.304 -0.1761
N 3.819 -25.481 5.832 -0.2757
S 4.039 -25.356 4.194 0.5526
O 4.951 -24.328 3.755 -0.2549
O 3.062 -25.802 3.249 -0.2785
F 5.051 -26.622 4.237 -0.2366
S 2.337 -25.280 5.872 0.3962
O 1.468 -26.392 5.621 -0.3035
O 1.858 -23.959 5.453 -0.3050
F 2.214 -25.124 7.458 -0.1862
N 2.314 -30.731 0.335 -0.2668
S 2.675 -32.391 0.055 0.6042
O 2.465 -33.406 1.096 -0.2645
O 3.788 -32.629 -0.876 -0.3307
F 1.399 -32.652 -0.929 -0.2278
S 3.215 -30.567 1.551 0.3741
O 4.645 -30.478 1.330 -0.2998
O 2.663 -31.103 2.790 -0.2638
F 2.869 -29.064 1.794 -0.1771
```